Entry from the OMol25 dataset: C44H35Cl3IN4O2PPbS3 as an isolated structure (ωB97M-V with the def2-TZVPD basis set).

Properties
Kohn-Sham gap: 6.74 eV
energy above the lowest of the compared OMol25 structures with the same formula, charge and spin: 27.0 kcal per mole
multiplicity: 1
LUMO: -0.425 eV
HOMO level: -7.17 eV

```
94
Properties=species:S:1:pos:R:3:mulliken_charge:R:1
Pb 0.112 -0.258 0.019 2.119
C 5.550 -1.103 -0.622 -0.651
S 4.511 -2.447 -1.252 -0.080
C 2.899 -1.768 -1.212 0.553
S 2.617 -0.087 -1.203 -0.594
N 1.996 -2.720 -1.335 -1.730
N 0.728 -2.416 -1.095 1.272
C -0.177 -3.270 -1.435 -1.679
C -1.570 -3.039 -1.105 1.114
C -2.523 -4.042 -1.315 -0.940
C -3.837 -3.814 -0.963 -0.761
C -4.188 -2.579 -0.433 -1.002
C -3.194 -1.630 -0.287 -0.870
N -1.922 -1.846 -0.597 1.489
H 6.560 -1.294 -0.976 0.390
H 5.518 -1.117 0.464 0.100
H 5.187 -0.154 -1.005 0.237
H 0.098 -4.180 -1.962 0.398
H -2.213 -4.981 -1.754 0.524
H -4.585 -4.584 -1.101 0.486
H -5.209 -2.351 -0.163 0.533
H -3.431 -0.635 0.076 0.616
I 0.020 2.887 1.216 0.194
C -1.179 4.540 0.619 0.190
C -1.218 5.533 1.565 -0.648
C -1.828 6.771 1.319 -0.859
C -2.397 6.993 0.104 -0.847
C -2.406 5.991 -0.892 0.847
C -3.013 6.292 -2.129 -0.838
C -3.035 5.380 -3.139 -1.222
C -2.473 4.118 -2.921 -0.304
C -1.892 3.753 -1.724 0.698
P -1.349 1.965 -1.703 -0.062
C -2.873 1.168 -2.338 0.655
C -4.146 1.656 -2.047 -0.718
C -5.275 0.984 -2.496 -0.673
C -5.145 -0.189 -3.224 -0.877
C -3.883 -0.712 -3.469 -0.883
C -2.757 -0.052 -3.008 -0.901
C -0.251 2.032 -3.176 1.348
C -0.606 1.691 -4.479 -0.033
C 0.331 1.779 -5.498 -0.857
C 1.621 2.211 -5.233 -0.601
C 1.977 2.565 -3.940 -0.570
C 1.046 2.476 -2.919 -0.932
C -1.805 4.706 -0.658 0.293
H -0.737 5.361 2.518 0.405
H -1.817 7.535 2.084 0.399
H -2.848 7.948 -0.135 0.357
H -3.454 7.274 -2.250 0.374
H -3.487 5.613 -4.094 0.441
H -2.519 3.397 -3.725 0.327
H -4.255 2.572 -1.482 0.531
H -6.257 1.381 -2.271 0.433
H -6.025 -0.687 -3.612 0.424
H -3.778 -1.643 -4.012 0.487
H -1.773 -0.478 -3.169 0.751
H -1.603 1.342 -4.709 0.455
H 0.048 1.504 -6.507 0.423
H 2.351 2.261 -6.030 0.382
H 2.984 2.897 -3.724 0.467
H 1.334 2.735 -1.905 0.357
N -0.687 -0.861 2.315 -0.140
S -2.176 -0.998 2.783 0.185
C -2.588 -2.762 2.899 0.437
C -3.858 -3.151 3.300 -0.640
C -4.209 -4.489 3.229 -0.612
C -3.299 -5.421 2.746 -0.508
C -2.031 -5.021 2.352 -0.679
C -1.671 -3.683 2.425 -0.242
C -2.229 -0.598 4.540 0.440
C -1.582 -1.370 5.490 -0.407
C -1.607 -0.963 6.815 -0.792
C -2.272 0.201 7.178 -0.430
C -2.900 0.977 6.214 -0.669
C -2.875 0.580 4.886 -0.229
H 0.008 -1.275 2.932 0.047
H -4.567 -2.415 3.661 0.446
H -5.194 -4.809 3.544 0.416
H -3.580 -6.465 2.678 0.406
H -1.320 -5.747 1.979 0.464
H -0.690 -3.350 2.103 0.441
H -1.047 -2.266 5.199 0.418
H -1.110 -1.559 7.569 0.407
H -2.297 0.506 8.215 0.398
H -3.411 1.887 6.497 0.402
H -3.329 1.188 4.114 0.429
Cl 2.417 -0.116 4.805 -0.155
C 3.341 -0.142 3.279 0.810
Cl 4.252 1.358 3.114 -0.134
Cl 4.447 -1.513 3.286 -0.142
C 2.262 -0.279 2.144 -0.668
O 1.957 -1.423 1.781 -0.428
O 1.777 0.798 1.743 -0.214
```